DFT (ωB97M-V with the def2-TZVPD basis set) results for a molecular structure, C4H5NO2 at a distorted geometry.

HOMO energy	-10.0	eV
ΔE to the lowest compared entry with this formula, charge and spin	4.323	eV
F_max	1.79	eV Å⁻¹
lowest unoccupied orbital energy	0.0316	hartree

ORCA input file:
```
! RIJCOSX wB97M-V def2-TZVPD def2/J DEFGRID3
* xyz 0 1
O -1.462 0.927 0.653
C -1.186 -0.348 0.317
C 0.254 -0.610 0.708
C 1.278 -0.615 -0.343
N 0.856 0.657 0.276
C -0.345 1.198 -0.410
O -0.871 0.314 -1.286
H -1.964 -1.110 0.457
H 0.449 -0.951 1.723
H 0.966 -0.805 -1.363
H 2.284 -0.916 -0.068
H -0.258 2.258 -0.663
*
```